{"formula": "C30H37ClIN2O4PPd", "method": "the ωB97M-V functional and the def2-TZVPD basis", "species": ["Pd", "Cl", "C", "C", "C", "I", "C", "O", "C", "N", "C", "C", "C", "C", "H", "H", "H", "H", "C", "C", "C", "C", "C", "C", "C", "C", "N", "C", "C", "C", "C", "C", "C", "C", "C", "C", "C", "H", "H", "H", "H", "H", "H", "H", "H", "H", "H", "H", "H", "H", "H", "H", "H", "H", "H", "H", "H", "H", "H", "H", "H", "C", "O", "P", "O", "C", "O", "C", "H", "H", "H", "H", "H", "H", "H", "H", "H"], "xyz": [[1.37, 0.17, 0.46], [-0.56, -4.33, -5.04], [0.01, -3.63, -3.55], [-0.27, -4.25, -2.37], [0.16, -3.70, -1.16], [-0.34, -4.66, 0.63], [0.91, -2.52, -1.05], [1.29, -2.05, 0.07], [1.19, -1.88, -2.33], [1.87, -0.70, -2.29], [2.13, -0.06, -3.40], [1.76, -0.55, -4.67], [1.08, -1.72, -4.75], [0.75, -2.43, -3.56], [-0.86, -5.16, -2.37], [2.66, 0.88, -3.30], [2.02, 0.01, -5.56], [0.76, -2.12, -5.70], [1.43, 1.71, 5.21], [0.18, 1.59, 4.38], [-1.08, 1.86, 4.93], [-2.25, 1.73, 4.17], [-3.60, 2.02, 4.77], [-2.16, 1.34, 2.85], [-0.90, 1.06, 2.24], [0.25, 1.19, 3.07], [-0.68, 0.66, 0.97], [-1.76, 0.58, -0.04], [-1.09, 0.23, -1.37], [-2.10, 0.07, -2.50], [-3.07, -1.06, -2.14], [-3.77, -0.72, -0.82], [-4.53, 0.60, -0.97], [-3.57, 1.73, -1.36], [-2.88, 1.37, -2.68], [-2.51, 1.91, -0.26], [-2.72, -0.58, 0.29], [1.21, 2.09, 6.21], [2.14, 2.39, 4.74], [1.92, 0.74, 5.32], [-1.16, 2.17, 5.96], [-3.51, 2.32, 5.82], [-4.24, 1.13, 4.74], [-4.11, 2.81, 4.23], [-3.08, 1.23, 2.30], [1.21, 0.97, 2.63], [-0.56, -0.71, -1.24], [-0.36, 1.01, -1.62], [-1.57, -0.18, -3.42], [-2.52, -2.01, -2.04], [-3.81, -1.20, -2.94], [-4.46, -1.52, -0.55], [-5.04, 0.85, -0.03], [-5.31, 0.50, -1.73], [-4.12, 2.66, -1.47], [-2.20, 2.18, -2.98], [-3.63, 1.26, -3.48], [-3.00, 2.26, 0.65], [-1.79, 2.68, -0.55], [-2.13, -1.50, 0.39], [-3.22, -0.43, 1.25], [4.15, -0.07, 2.89], [4.31, 0.82, 1.77], [3.66, 0.34, 0.36], [4.66, -0.90, 0.11], [4.42, -1.96, -0.83], [4.18, 1.50, -0.59], [5.58, 1.82, -0.73], [4.33, 0.52, 3.78], [4.87, -0.88, 2.82], [3.14, -0.49, 2.92], [5.31, -2.59, -0.79], [4.29, -1.58, -1.84], [3.54, -2.53, -0.53], [5.90, 2.45, 0.10], [5.69, 2.36, -1.66], [6.18, 0.91, -0.75]], "energy_ev": -76274.40097, "s2": 2.0471, "de_lowest_kj_mol": 64.4, "gap_ev": [7.4, 5.1], "spin_multiplicity": 3, "largest_force_ev_per_a": 0.64, "charge": 0}

***

{"formula": "C5H9IN3", "method": "the ωB97M-V functional and the def2-TZVPD basis", "species": ["C", "C", "C", "C", "C", "N", "N", "N", "I", "H", "H", "H", "H", "H", "H", "H", "H", "H"], "xyz": [[0.26, 1.28, -0.70], [-0.28, -1.26, 0.20], [0.03, 1.06, 0.89], [0.99, 1.70, 1.84], [-0.76, -1.81, -2.11], [-0.01, 0.35, -1.56], [-0.34, -0.90, -1.08], [0.10, -0.49, 1.16], [-2.20, 1.60, 1.15], [0.85, 2.21, -1.02], [-0.23, -2.31, 0.33], [0.87, 1.51, 3.01], [1.17, 2.67, 1.58], [1.97, 1.34, 1.48], [0.04, -2.40, -2.51], [-1.57, -2.44, -1.85], [-1.15, -1.33, -2.96], [0.26, -0.76, 2.13]], "energy_ev": -17892.99473, "de_lowest_kj_mol": 218.1, "gap_ev": 9.1, "largest_force_ev_per_a": 3.93, "charge": 1}

***

{"formula": "C26H28N2S2SiW", "method": "the ωB97M-V functional and the def2-TZVPD basis", "species": ["C", "C", "C", "H", "C", "C", "H", "H", "H", "H", "W", "C", "H", "H", "H", "Si", "C", "C", "H", "C", "H", "C", "H", "C", "H", "C", "H", "C", "C", "H", "C", "H", "C", "H", "C", "H", "C", "H", "H", "H", "C", "C", "N", "C", "C", "S", "C", "C", "S", "C", "N", "C", "H", "H", "H", "H", "H", "H", "H", "H"], "xyz": [[1.46, 1.89, 1.25], [0.54, 2.08, 0.18], [-0.69, 2.55, 0.69], [0.76, 1.97, -0.87], [-0.60, 2.59, 2.10], [0.76, 2.17, 2.47], [1.22, 2.15, 3.45], [2.48, 1.55, 1.18], [-1.58, 2.75, 0.12], [-1.41, 2.91, 2.74], [-0.24, 0.39, 1.72], [-1.71, -2.00, -3.10], [-2.62, -1.53, -2.72], [-1.79, -3.10, -3.12], [-1.48, -1.66, -4.12], [-0.25, -0.67, -1.63], [1.47, -0.79, -2.22], [2.48, 0.16, -1.95], [2.30, 1.01, -1.29], [3.72, 0.06, -2.57], [4.47, 0.84, -2.37], [4.00, -1.00, -3.44], [4.97, -1.08, -3.92], [3.01, -1.98, -3.69], [3.21, -2.81, -4.37], [1.76, -1.87, -3.09], [0.98, -2.61, -3.36], [-1.25, 0.80, -2.15], [-0.77, 1.53, -3.25], [0.30, 1.48, -3.52], [-1.67, 2.24, -4.05], [-1.30, 2.70, -4.97], [-3.02, 2.33, -3.70], [-3.72, 2.84, -4.36], [-3.45, 1.78, -2.48], [-4.49, 1.87, -2.18], [-2.56, 1.07, -1.67], [-2.90, 0.69, -0.69], [-0.48, -1.07, -0.13], [-0.67, -1.94, -2.35], [-0.90, 2.52, 5.14], [-1.14, 1.09, 4.82], [-0.84, 0.36, 3.70], [-1.07, -1.04, 3.89], [-1.60, -1.28, 5.14], [-1.78, 0.11, 6.11], [-0.43, -2.01, 3.05], [-0.31, -3.37, 3.32], [0.77, -4.22, 2.29], [1.17, -2.68, 1.53], [0.50, -1.61, 2.04], [2.18, -2.65, 0.45], [-0.82, 2.60, 6.23], [0.05, 2.89, 4.74], [-1.76, 3.11, 4.78], [-1.74, -2.28, 5.54], [-0.82, -3.89, 4.12], [2.98, -3.39, 0.66], [1.71, -2.91, -0.52], [2.63, -1.65, 0.39]], "energy_ev": -61750.71080, "s2": 2.0192, "de_lowest_kj_mol": 221.9, "gap_ev": [5.4, 5.7], "spin_multiplicity": 3, "largest_force_ev_per_a": 4.62, "charge": 2}

***

{"formula": "C2H4LiO2Pb", "method": "the ωB97M-V functional and the def2-TZVPD basis", "species": ["O", "C", "C", "O", "H", "H", "H", "H", "Li", "Pb"], "xyz": [[-1.02, -0.47, -1.77], [0.47, 0.24, -1.72], [0.56, 1.04, -0.50], [-0.66, 1.79, -0.29], [-1.61, 0.05, -2.32], [0.37, 0.84, -2.64], [1.17, -0.60, -1.72], [1.48, 1.63, -0.40], [-0.23, 2.49, 1.63], [-1.02, -0.98, 0.26]], "energy_ev": -11677.12530, "de_lowest_kj_mol": 169.4, "gap_ev": [5.9, 5.9], "largest_force_ev_per_a": 3.74, "charge": 1}

***

{"formula": "C44H49CoN4OP2", "method": "the ωB97M-V functional and the def2-TZVPD basis", "species": ["Co", "N", "C", "C", "N", "C", "C", "N", "H", "H", "H", "H", "H", "H", "H", "H", "H", "H", "H", "H", "H", "C", "C", "C", "C", "C", "C", "C", "P", "C", "C", "C", "C", "C", "C", "C", "C", "C", "C", "C", "C", "C", "C", "H", "H", "H", "H", "H", "H", "H", "H", "H", "H", "H", "H", "H", "H", "H", "H", "H", "H", "H", "H", "O", "N", "C", "C", "C", "C", "C", "C", "C", "P", "C", "C", "C", "C", "C", "C", "C", "C", "C", "C", "C", "C", "H", "H", "H", "H", "H", "H", "H", "H", "H", "H", "H", "H", "H", "H", "H", "H"], "xyz": [[0.73, -0.38, -0.59], [2.10, 0.18, -2.34], [3.19, -0.78, -2.59], [3.57, -1.47, -1.28], [2.40, -1.95, -0.55], [1.88, -3.26, -0.96], [0.95, -3.15, -2.17], [0.02, -2.01, -2.01], [1.64, 0.43, -3.21], [2.48, 1.04, -1.97], [4.07, -0.31, -3.01], [2.84, -1.51, -3.31], [4.08, -0.75, -0.64], [4.27, -2.28, -1.50], [2.66, -2.00, 0.43], [1.32, -3.67, -0.13], [2.69, -3.97, -1.19], [0.41, -4.09, -2.27], [1.52, -3.02, -3.08], [-0.91, -2.33, -1.77], [-0.09, -1.52, -2.89], [-1.94, -3.76, 0.87], [-0.63, -4.17, 1.49], [-0.36, -5.52, 1.63], [0.85, -5.97, 2.16], [1.81, -5.04, 2.54], [1.54, -3.69, 2.41], [0.32, -3.23, 1.92], [0.06, -1.42, 1.64], [-1.47, -0.86, 2.51], [-1.89, 0.38, 2.01], [-2.98, 1.05, 2.51], [-3.69, 0.48, 3.56], [-3.28, -0.74, 4.08], [-2.17, -1.43, 3.59], [-1.83, -2.73, 4.27], [1.35, -0.67, 2.68], [1.53, -0.98, 4.03], [2.64, -0.51, 4.71], [3.58, 0.26, 4.03], [3.36, 0.63, 2.71], [2.21, 0.22, 2.03], [1.82, 0.79, 0.73], [-2.68, -4.55, 0.97], [-1.82, -3.57, -0.21], [-2.36, -2.86, 1.33], [-1.10, -6.24, 1.32], [1.03, -7.03, 2.27], [2.76, -5.37, 2.94], [2.31, -2.98, 2.71], [-1.34, 0.81, 1.17], [-3.29, 2.00, 2.09], [-4.56, 0.97, 3.97], [-3.83, -1.17, 4.91], [-2.13, -2.69, 5.32], [-0.77, -2.98, 4.23], [-2.38, -3.56, 3.82], [0.82, -1.62, 4.54], [2.79, -0.75, 5.75], [4.47, 0.61, 4.54], [4.07, 1.29, 2.21], [2.62, 1.35, 0.25], [0.97, 1.45, 0.89], [-3.20, -1.58, -0.75], [-2.63, -0.32, -0.96], [-3.53, 0.51, -1.28], [-3.35, 1.94, -1.57], [-4.56, 2.60, -1.79], [-4.62, 3.95, -2.08], [-3.44, 4.67, -2.18], [-2.23, 4.03, -1.97], [-2.14, 2.67, -1.64], [-0.39, 2.00, -1.51], [0.42, 3.38, -0.62], [1.74, 3.74, -0.89], [2.41, 4.65, -0.08], [1.77, 5.21, 1.01], [0.46, 4.84, 1.31], [-0.21, 3.93, 0.50], [-0.03, 2.28, -3.30], [0.61, 3.38, -3.86], [0.76, 3.47, -5.24], [0.27, 2.47, -6.07], [-0.38, 1.38, -5.52], [-0.52, 1.28, -4.15], [-2.52, -2.03, -0.24], [-4.56, 0.15, -1.33], [-5.48, 2.03, -1.72], [-5.57, 4.43, -2.25], [-3.46, 5.72, -2.43], [-1.32, 4.61, -2.05], [2.27, 3.30, -1.73], [3.43, 4.93, -0.32], [2.29, 5.92, 1.64], [-0.04, 5.27, 2.16], [-1.22, 3.65, 0.74], [0.99, 4.17, -3.24], [1.25, 4.33, -5.67], [0.38, 2.56, -7.15], [-0.79, 0.60, -6.17], [-1.04, 0.43, -3.71]], "energy_ev": -110629.93506, "s2": 0.8793, "de_lowest_kj_mol": 100.9, "gap_ev": [7.9, 8.0], "spin_multiplicity": 2, "largest_force_ev_per_a": 1.67, "charge": 1}

***

{"formula": "C12H29N3O6PRuS", "method": "the ωB97M-V functional and the def2-TZVPD basis", "species": ["Ru", "C", "S", "C", "O", "H", "H", "H", "H", "H", "H", "O", "C", "C", "C", "C", "O", "N", "H", "H", "H", "H", "C", "C", "O", "P", "O", "C", "C", "O", "C", "C", "H", "H", "H", "H", "H", "H", "H", "H", "H", "H", "H", "H", "H", "H", "H", "N", "N", "H", "H", "H", "H"], "xyz": [[0.54, 0.18, -1.34], [-1.85, -3.31, -2.58], [-1.39, -1.66, -3.08], [-0.99, -1.95, -4.79], [0.02, -1.48, -2.39], [-2.75, -3.57, -3.13], [-2.06, -3.29, -1.51], [-1.04, -4.00, -2.82], [-1.92, -2.22, -5.29], [-0.26, -2.74, -4.87], [-0.63, -1.01, -5.21], [2.86, 2.93, -0.78], [1.67, 3.15, -0.76], [0.87, 4.43, -0.94], [-0.54, 3.95, -1.38], [-0.40, 2.47, -1.25], [-1.05, 1.44, -1.67], [0.75, 2.10, -0.69], [1.36, 5.06, -1.68], [0.86, 4.98, 0.00], [-0.78, 4.21, -2.41], [-1.36, 4.32, -0.76], [-0.94, 1.59, 3.47], [0.20, 2.03, 2.60], [0.86, 0.86, 1.94], [0.49, -0.21, 0.92], [-1.02, -0.52, 0.73], [-1.87, -1.42, 1.60], [-3.31, -1.08, 1.34], [1.27, -1.49, 1.29], [2.23, -1.72, 2.44], [1.54, -2.58, 3.47], [-1.31, 2.47, 4.01], [-0.60, 0.88, 4.23], [-1.77, 1.18, 2.90], [1.02, 2.48, 3.15], [-0.11, 2.70, 1.80], [-1.57, -1.23, 2.63], [-1.60, -2.43, 1.31], [-3.55, -0.07, 1.66], [-3.93, -1.77, 1.91], [-3.56, -1.19, 0.29], [2.51, -0.74, 2.82], [3.07, -2.21, 1.98], [0.68, -2.07, 3.90], [2.26, -2.77, 4.27], [1.24, -3.53, 3.05], [2.40, -0.77, -1.33], [2.40, 0.44, -2.02], [3.04, -0.80, -0.53], [2.48, -1.59, -1.93], [2.60, 0.35, -3.02], [2.92, 1.22, -1.56]], "energy_ev": -52349.58080, "de_lowest_kj_mol": 0.0, "gap_ev": 8.4, "largest_force_ev_per_a": 0.63, "charge": 3}